1.
The following is a quantum chemistry calculation of 2 unconnected molecules or ions with the total composition C7H17N3O2 at a distorted geometry, from the OMol25 dataset.

Last column: Mulliken charge in e.
Cartesian coordinates (Å):
C -6.6231 -0.6546 0.0762  -0.341
N -5.5472 0.0196 0.1165  -0.556
N -4.4191 -0.6934 -0.0361  0.180
C -3.2254 -0.0688 0.0184  0.098
N -2.1393 -0.7310 -0.0781  -0.569
C -0.9897 0.1226 -0.0551  -0.187
H -6.6271 -1.7440 -0.0607  0.231
H -7.5746 -0.1495 0.2520  0.254
H -4.4672 -1.6846 -0.2644  0.300
H -3.3491 1.0180 0.1258  0.261
H -0.2698 -0.1864 0.7297  0.021
H -1.2673 1.1444 0.2055  0.230
H -0.4800 0.1174 -1.0265  0.068
O 5.2841 -1.6447 -0.0038  -0.509
C 3.8863 -1.3824 0.0500  -0.539
C 3.7180 0.0920 0.0847  -0.760
C 2.2247 0.3607 0.0613  -0.090
C 1.9790 1.8691 0.0942  -0.694
O 0.5538 2.1463 -0.0270  -0.465
H 5.3809 -2.5989 -0.1540  0.308
H 3.4062 -1.8082 -0.8449  0.345
H 3.4408 -1.8212 0.9511  0.303
H 4.1405 0.5059 0.9940  0.314
H 4.2213 0.5886 -0.7612  0.370
H 1.7295 -0.0181 0.9693  0.230
H 1.7523 -0.1295 -0.8030  0.259
H 2.5062 2.3806 -0.7131  0.356
H 2.3188 2.3687 1.0055  0.274
H 0.4366 2.5814 -0.9065  0.308

Force components x, y, z for each atom (eV/Å):
C -0.5 0.1 0.2
N -0.5 -0.3 0.1
N -0.7 -0.6 -0.2
C 1.0 -0.5 -0.2
N -1.1 0.6 0.0
C 0.4 -0.1 0.6
H 0.0 0.2 0.0
H 0.4 -0.1 -0.2
H 0.1 0.2 0.2
H 0.3 -0.2 0.1
H -0.5 0.0 -0.6
H 0.0 -0.1 -0.2
H -0.1 -0.1 0.3
O 0.1 -0.9 0.0
C 0.8 -0.4 -0.2
C -0.7 0.4 -0.2
C -0.1 1.1 0.6
C -1.0 0.3 -0.6
O 1.3 1.2 -1.2
H 0.2 0.5 0.1
H -0.1 0.1 0.2
H 0.0 -0.1 -0.1
H 0.2 0.0 0.2
H -0.1 -0.3 0.2
H 0.3 -0.3 -0.3
H 0.1 0.4 0.2
H 0.1 -0.1 -0.2
H 0.1 -0.5 0.2
H 0.0 -0.6 1.2

The orbital gap comes out at 9.14 eV. For the LUMO energy, the calculation gives 0.834 eV. The value obtained for the energy above the lowest of the compared OMol25 structures with the same formula, charge and spin is 1.723 eV. As for the SMILES: C=NN/C=N/C.OCCCCO. For the total energy, the calculation gives -16097.2568 eV.

***

2.
The following is a quantum chemistry calculation of a molecular structure, C16H32BCrN8, from the OMol25 dataset.

Last column: Löwdin spin population.
Cartesian coordinates (Å):
Cr -0.1890 -0.1967 -0.0004  1.001
C -0.7306 2.4094 2.4144  0.000
C -0.8349 0.9358 2.7665  0.002
N 0.1600 0.0720 2.0475  -0.005
C 1.5684 0.4735 2.3180  0.002
C 2.5203 -0.2158 1.3682  0.001
N 1.9971 -0.1221 -0.0234  -0.005
C 2.7530 -1.0135 -0.9637  0.002
C 2.4218 -0.7321 -2.4140  0.000
C 0.9489 -0.8398 -2.7671  0.002
N 0.0816 0.1522 -2.0482  -0.005
C 0.4793 1.5618 -2.3178  0.002
C -0.2126 2.5111 -1.3676  0.001
N -0.1164 1.9884 0.0240  -0.005
C -1.0105 2.7413 0.9639  0.002
H 0.2279 2.8257 2.7326  0.000
H -1.4781 2.9333 3.0124  0.000
H -1.8265 0.5494 2.5263  0.000
H -0.6853 0.8154 3.8400  0.000
H 0.0293 -0.8737 2.4027  0.000
H 1.8400 0.2553 3.3513  0.000
H 1.6443 1.5512 2.1969  0.000
H 2.6477 -1.2586 1.6282  0.000
H 3.5078 0.2417 1.4427  0.000
H 2.2292 0.8184 -0.3359  0.000
H 2.5142 -2.0427 -0.7312  0.000
H 3.8240 -0.8780 -0.8025  0.000
H 2.9482 -1.4769 -3.0130  0.000
H 2.8358 0.2281 -2.7299  0.000
H 0.5650 -1.8328 -2.5280  0.000
H 0.8288 -0.6896 -3.8405  0.000
H -0.8633 0.0188 -2.4043  0.000
H 0.2602 1.8336 -3.3508  0.000
H 1.5569 1.6405 -2.1968  0.000
H -1.2562 2.6344 -1.6268  0.000
H 0.2412 3.5003 -1.4424  0.000
H 0.8235 2.2233 0.3363  0.000
H -2.0388 2.5004 0.7294  0.000
H -0.8770 3.8126 0.8039  0.000
B -2.7548 -2.7625 -0.0040  0.000
N -3.0287 -1.2224 0.0882  -0.001
C -4.2818 -0.7958 0.1241  0.003
C -4.3423 0.5114 -0.3466  0.001
C -3.0406 0.8119 -0.6548  0.003
N -2.2071 -0.2225 -0.3548  -0.002
N -1.2146 -3.0369 -0.0921  -0.001
C -0.7875 -4.2899 -0.1262  0.003
C 0.5187 -4.3494 0.3478  0.001
C 0.8176 -3.0474 0.6564  0.003
N -0.2158 -2.2144 0.3522  -0.002
H -3.2598 -3.2000 -1.0093  0.000
H -3.1954 -3.2699 0.9985  0.000
H -5.0711 -1.4693 0.4258  0.000
H -5.2141 1.1331 -0.4690  0.000
H -2.6794 1.7272 -1.0740  0.000
H -1.4599 -5.0794 -0.4290  0.000
H 1.1406 -5.2208 0.4725  0.000
H 1.7313 -2.6856 1.0782  0.000

Force components x, y, z for each atom (eV/Å):
Cr -0.4 -0.4 0.0
C 0.0 0.0 0.1
C 0.1 0.0 0.0
N 0.1 0.4 -0.1
C -0.1 0.0 0.0
C 0.0 0.0 -0.1
N 0.1 -0.3 0.0
C 0.0 0.2 0.1
C 0.0 0.0 -0.1
C 0.0 0.1 0.0
N 0.4 0.1 0.1
C 0.0 -0.1 0.0
C 0.0 0.0 0.1
N -0.3 0.1 0.0
C 0.2 0.0 -0.1
H 0.0 0.0 0.0
H 0.0 0.0 0.0
H 0.0 0.0 0.0
H 0.0 0.0 0.0
H 0.0 -0.1 -0.1
H 0.0 0.0 0.1
H 0.0 0.0 0.0
H 0.0 -0.1 0.0
H 0.1 0.0 0.0
H -0.1 0.0 0.0
H -0.1 -0.1 0.1
H 0.0 0.0 0.0
H 0.0 0.0 0.0
H 0.0 0.0 0.0
H 0.0 0.0 0.0
H 0.0 0.0 0.0
H -0.1 0.0 0.1
H 0.0 0.0 -0.1
H 0.0 0.0 0.0
H -0.1 0.0 0.0
H 0.0 0.1 0.0
H 0.0 -0.1 0.0
H -0.1 -0.1 -0.1
H 0.0 0.0 0.0
B -0.1 -0.1 0.0
N 0.1 0.0 0.0
C -0.1 -0.1 0.1
C -0.1 0.1 -0.1
C 0.1 -0.1 0.1
N 0.1 0.0 0.0
N 0.0 0.1 0.0
C -0.1 -0.1 0.0
C 0.1 -0.1 0.1
C -0.1 0.1 -0.2
N 0.0 0.1 0.0
H 0.1 0.1 0.1
H 0.1 0.1 -0.1
H 0.1 0.1 0.0
H 0.1 -0.1 0.0
H 0.0 0.0 0.0
H 0.0 0.0 0.0
H -0.1 0.1 0.0
H 0.1 0.1 0.0

The orbital gap (alpha / beta) comes out at 6.77 / 7.35 eV. As for the expectation value of S²: 0.7615. For the LUMO energy (alpha / beta), the calculation gives -7.760 / -7.184 eV. The multiplicity is 2. For the total energy, the calculation gives -58117.1502 eV. The net charge is +2.

***

3.
The following is a quantum chemistry calculation of a molecular structure, C2H11N3 at a distorted geometry, from the OMol25 dataset.

Last column: Mulliken charge in e.
Cartesian coordinates (Å):
C -1.1661 -0.8638 1.0301  -1.132
C -1.0624 0.0589 -0.1770  -0.172
H -0.5486 -1.7699 0.8856  0.318
H -0.8723 -0.3470 1.9613  0.293
H -1.6864 0.9608 -0.0447  0.299
H -1.4155 -0.4594 -1.0836  0.243
H -0.1849 -0.4529 -2.8549  0.094
H -2.2178 -1.1982 1.1289  0.342
N 0.4318 0.5626 -0.4194  0.003
N 1.4019 -0.4642 -0.3206  -0.558
N 0.7171 1.5917 0.5261  -0.680
H 0.2912 -0.0076 -2.4148  -0.020
H 2.3071 -0.0926 -0.6724  0.259
H 1.5546 -0.7572 0.6674  0.240
H 1.6255 2.0452 0.3069  0.277
H 0.8247 1.1935 1.4811  0.194

Force components x, y, z for each atom (eV/Å):
C -0.2 -0.2 0.0
C 1.9 0.4 -0.1
H -0.3 0.4 0.1
H -0.2 -0.3 -0.3
H 0.6 -0.3 -0.1
H 0.5 0.3 0.3
H 0.9 0.7 0.4
H 0.5 0.2 0.1
N -1.2 0.1 0.9
N 0.4 -0.7 0.2
N 0.1 0.5 0.7
H -0.9 -0.8 -1.0
H -1.1 -0.3 0.3
H -0.1 0.3 -0.7
H -0.9 -0.6 -0.1
H 0.0 0.2 -0.7

The orbital gap comes out at 10.08 eV. For the LUMO energy, the calculation gives 1.012 eV. The value obtained for the energy above the lowest of the compared OMol25 structures with the same formula, charge and spin is 2.976 eV. For the total energy, the calculation gives -6719.6048 eV.

***

4.
The following is a quantum chemistry calculation of 2 unconnected molecules or ions with the total composition C5H10O2, from the OMol25 dataset.

Last column: Mulliken charge in e.
Cartesian coordinates (Å):
O -0.0220 2.5282 -0.4341  -0.474
C -0.2970 1.5261 -1.0495  -0.061
C -1.1705 0.4170 -0.5186  -0.267
C -0.7955 -0.9475 -1.0844  -0.619
O -1.3254 -1.9282 -0.2146  -0.516
H 0.0939 1.3810 -2.0824  0.352
H -1.0897 0.4027 0.5708  0.174
H -2.2133 0.6565 -0.7634  0.368
H 0.3013 -1.0319 -1.1547  0.329
H -1.2016 -1.0580 -2.1025  0.392
H -1.0701 -2.7961 -0.5502  0.307
C 1.3729 -0.5131 1.4937  -0.479
C 1.5581 0.7935 1.6485  -0.550
H 0.4243 -0.9963 1.7192  0.292
H 2.1612 -1.1582 1.1124  0.233
H 2.5015 1.2730 1.3996  0.238
H 0.7719 1.4514 2.0103  0.279

Force components x, y, z for each atom (eV/Å):
O -0.2 -0.4 -0.3
C 0.0 0.3 0.1
C 0.0 0.0 0.1
C 0.1 0.3 -0.3
O 0.0 -0.3 -0.1
H 0.0 0.0 0.1
H 0.0 0.0 -0.1
H 0.1 0.0 0.0
H -0.2 0.0 0.1
H 0.1 0.0 0.2
H -0.1 0.1 0.1
C 0.0 0.1 0.0
C 0.0 -0.2 0.0
H 0.2 0.1 0.0
H -0.1 0.1 0.1
H -0.1 -0.1 0.0
H 0.1 -0.1 -0.1

The orbital gap comes out at 10.62 eV. For the LUMO energy, the calculation gives 0.748 eV. The value obtained for the energy above the lowest of the compared OMol25 structures with the same formula, charge and spin is 2.595 eV. As for the SMILES: O=CCCO.C=C. For the total energy, the calculation gives -9440.4481 eV.

***

> Look up the total energy of the second one.

-58117.1502 eV

***

> Among the records above, which one has the lowest total energy?

C16H32BCrN8

***

> What is the formula in the third record?

C2H11N3